(1)
62
Properties=species:S:1:pos:R:3:forces:R:3 method="wB97M-V/def2-TZVPD" homo_energy_ha=-0.40726 fmax_ev_per_a=1.868 total_energy_ev=-45931.379 total_charge=+1 orbital_gap_ev=4.4
F -3.3116 2.4365 1.9065 0.3801 -1.8027 0.0055
C -3.0419 1.0840 1.9234 0.2522 1.3832 0.0153
C -4.1233 0.2062 1.8947 0.5995 -0.5010 0.0426
C -3.8053 -1.1546 1.9197 -1.0910 -0.7725 -0.0082
F -4.8435 -2.0600 1.8976 1.4318 1.1996 0.0052
C -2.5077 -1.6288 1.9760 0.6619 0.0921 0.0569
C -1.3993 -0.7127 2.0104 -1.2619 0.2845 0.0358
C -0.0996 -1.2825 2.0783 -0.0645 -0.0023 -0.3149
C 1.1984 -0.7143 2.0057 1.3250 0.3083 -0.1084
C 2.3081 -1.6290 1.9977 -0.6714 0.0769 0.0419
C 3.6048 -1.1540 1.9344 1.0878 -0.8412 0.0798
F 4.6426 -2.0599 1.9496 -1.4065 1.1983 -0.0690
C 3.9222 0.2046 1.8800 -0.5340 -0.4788 0.0767
C 2.8405 1.0808 1.8828 -0.3340 1.4155 0.0303
F 3.1083 2.4328 1.8601 -0.3662 -1.7719 -0.0508
C 1.5113 0.6774 1.9197 0.1804 -0.2557 0.0605
C -1.7139 0.6808 1.9740 -0.1446 -0.2481 0.0010
H -5.1495 0.5593 1.8583 0.1643 -0.0660 0.0028
H -2.3035 -2.7007 1.9834 -0.2561 0.2771 0.0683
H -0.1002 -2.3735 2.1346 0.0152 0.2246 0.1013
H 2.1059 -2.6999 2.0286 0.2508 0.2614 0.1105
H 4.9495 0.5568 1.8433 -0.1876 -0.0645 0.0084
H 0.7259 1.4205 1.8762 0.5770 -0.0012 0.0640
H -0.9312 1.4287 1.9857 -0.5756 -0.0266 0.0681
O 0.9762 -2.3103 4.9449 0.3154 0.8726 -0.6579
C 0.8710 -2.5892 6.3373 0.1405 -0.4089 -0.0491
C -0.1248 -3.7369 6.3964 0.0200 0.3489 0.3143
C -0.1993 -4.6069 5.3118 -0.4376 -0.3592 0.1859
C -1.1233 -5.6557 5.3412 0.2145 0.1814 0.1045
C -1.9540 -5.8346 6.4500 0.0665 0.0544 0.0444
C -1.8715 -4.9565 7.5339 0.2155 0.1516 0.0253
C -0.9598 -3.8988 7.5078 0.0886 -0.2875 -0.3008
C 2.2578 -2.9738 6.8892 -0.3404 -0.5150 -0.0937
C 3.4263 -2.4368 6.3462 0.2830 -0.2996 0.1651
C 4.6730 -2.8568 6.8271 -0.2292 0.0493 0.0111
C 4.7606 -3.8001 7.8556 -0.2110 0.1347 -0.1078
C 3.5872 -4.3334 8.3932 -0.1630 0.1326 -0.0820
C 2.3401 -3.9279 7.9091 0.4238 0.1756 -0.0377
C 0.3804 -1.3335 7.0746 -0.6443 -0.2512 0.6541
C -1.0053 -0.8172 6.6187 0.5522 -0.2513 -0.3067
C -0.9096 0.6843 6.8833 -0.1214 0.0459 0.5303
C 0.5802 1.0223 6.7220 0.0611 0.4988 -0.3901
N 1.2706 -0.2558 6.7671 0.8016 0.4248 -0.6018
H 1.4107 -1.4401 4.8612 -0.1713 -0.2007 0.4298
H 0.4586 -4.4609 4.4526 -0.2396 -0.1367 0.3604
H -1.1570 -6.3390 4.4949 -0.1330 0.0435 0.2167
H -2.6534 -6.6696 6.4803 0.1541 0.2257 -0.0295
H -2.4908 -5.0850 8.4217 0.0456 -0.0799 -0.3186
H -0.8702 -3.2013 8.3492 -0.1765 -0.4418 -0.3170
H 3.3814 -1.7146 5.5248 0.0504 -0.2882 0.3258
H 5.5726 -2.4439 6.3737 -0.1199 -0.1120 0.1791
H 5.7342 -4.1172 8.2328 -0.2997 0.0803 -0.1517
H 3.6250 -5.0809 9.1840 0.0855 0.1678 -0.1672
H 1.4219 -4.3665 8.3037 0.3813 0.0796 -0.0582
H 0.3635 -1.5224 8.1698 -0.0721 -0.1774 -0.4211
H -1.1025 -1.0114 5.5392 -0.0127 -0.0187 0.2232
H -1.8246 -1.3343 7.1279 0.1556 0.2703 -0.0884
H -1.5454 1.2726 6.2206 0.0228 0.0129 0.0874
H -1.2169 0.8863 7.9149 -0.0328 0.0460 -0.1503
H 0.7551 1.4881 5.7393 -0.0177 0.0857 0.1873
H 0.9474 1.7313 7.4783 -0.1975 -0.1930 -0.1034
H 2.1819 -0.2751 7.2167 -0.4914 0.0497 0.0652

***

(2)
70
Properties=species:S:1:pos:R:3:forces:R:3 method="wB97M-V/def2-TZVPD" homo_energy_ha=-0.17079 fmax_ev_per_a=0.773 total_energy_ev=-131589.593 total_charge=-1 orbital_gap_ev=7.0
Fe -2.1226 -0.2470 0.6535 0.6253 0.1715 -0.4214
C -5.6677 1.3918 -1.0027 -0.0422 0.0034 0.0161
C -4.2796 1.0258 -0.5947 -0.0491 -0.1032 0.1351
N -3.9852 0.2532 0.3945 -0.1260 0.1264 0.0686
N -5.0005 -0.3253 1.0823 -0.1052 0.0242 -0.0218
C -4.5726 -1.0381 2.0966 0.0170 -0.0366 0.1383
N -5.5443 -1.6730 2.8269 0.0597 0.0315 -0.0764
S -2.9401 -1.1727 2.6218 -0.1046 -0.2497 -0.0458
C -3.1157 1.5294 -1.3120 0.1864 0.0473 -0.0747
C -3.1991 2.5031 -2.3063 0.0354 -0.0720 0.0945
C -2.0397 2.9571 -2.9081 0.0896 -0.0471 0.0445
C -0.8244 2.4189 -2.5115 -0.0763 0.0632 -0.0496
C -0.8284 1.4408 -1.5326 0.0674 -0.0464 -0.0085
N -1.9310 0.9963 -0.9394 -0.2089 0.0224 -0.1237
H -6.3783 0.8418 -0.3931 0.0152 0.0165 -0.0128
H -5.8405 1.1588 -2.0555 0.0173 -0.0029 -0.0149
H -5.8358 2.4632 -0.8638 -0.0182 -0.0009 -0.0044
H -6.4130 -1.8016 2.3316 -0.0019 0.0227 0.0107
H -5.2201 -2.4724 3.3434 0.0103 -0.0100 0.0166
H -4.1630 2.9068 -2.5800 -0.0141 -0.0043 -0.0025
H -2.0821 3.7255 -3.6691 0.0046 0.0046 -0.0036
H 0.1137 2.7457 -2.9386 0.0013 0.0117 -0.0035
H 0.0881 0.9951 -1.1824 -0.0132 -0.0253 -0.0390
O -3.2102 -3.8860 0.0942 0.1140 -0.0198 -0.0806
C -2.3972 -2.9770 0.0634 0.0858 -0.0415 -0.0633
O -2.5121 -1.8575 -0.5784 -0.2515 0.1480 0.4085
C -1.0432 -3.1360 0.8025 -0.0344 -0.0084 -0.0760
P -0.1881 -1.5154 0.6315 -0.1379 -0.0551 0.1888
C 1.0479 -1.4696 1.9804 -0.1061 -0.0050 0.0535
C 2.3567 -1.0160 1.8445 -0.0311 0.0572 -0.0321
C 3.1787 -0.8733 2.9521 0.0148 0.0050 0.0158
C 2.7016 -1.1737 4.2192 0.0243 0.0024 0.0126
C 1.3922 -1.6048 4.3714 -0.0094 0.0052 0.0119
C 0.5717 -1.7432 3.2632 0.0124 -0.0501 -0.0029
C 0.7690 -1.8867 -0.8935 0.1009 -0.0613 0.0711
C 1.9474 -2.6351 -0.8581 0.0238 0.0958 0.0041
C 2.6194 -2.9615 -2.0258 0.0153 0.0016 -0.0072
C 2.1136 -2.5624 -3.2558 0.0139 -0.0132 -0.0112
C 0.9136 -1.8705 -3.3078 0.0037 -0.0059 -0.0147
C 0.2413 -1.5480 -2.1364 -0.0860 0.0312 -0.0041
H -0.4688 -3.9386 0.3356 -0.0376 -0.0358 0.0261
H -1.2251 -3.4009 1.8426 -0.0169 0.0463 -0.0239
H 2.7401 -0.7422 0.8729 0.0163 0.0271 -0.1068
H 4.1903 -0.5085 2.8200 0.0004 -0.0090 0.0030
H 3.3417 -1.0577 5.0852 0.0007 0.0032 -0.0024
H 0.9992 -1.8180 5.3576 -0.0023 -0.0034 0.0002
H -0.4588 -2.0481 3.4030 0.0169 0.0025 0.0214
H 2.3438 -2.9698 0.0912 0.0217 0.0163 0.0269
H 3.5373 -3.5344 -1.9741 0.0002 0.0012 -0.0005
H 2.6390 -2.8141 -4.1689 0.0032 0.0020 -0.0022
H 0.4854 -1.5924 -4.2629 -0.0017 -0.0014 0.0000
H -0.7308 -1.0784 -2.1849 -0.0156 0.0674 0.0263
S 2.3423 5.3385 -0.2098 0.0299 0.0263 0.0181
C 1.5067 4.0239 0.3814 -0.0482 0.0346 -0.1301
S -0.0483 4.0986 1.1459 0.0982 -0.0386 0.0340
C -0.0885 2.3509 1.3225 0.0263 -0.0431 -0.0667
N 0.9673 1.7808 0.8266 -0.0103 -0.0379 0.0945
N 1.8486 2.7211 0.3157 -0.0642 0.0510 0.0623
C 3.0689 2.2176 -0.2251 0.0342 -0.0249 -0.0017
C 4.2830 2.6844 0.2569 -0.0339 -0.0377 -0.0129
C 5.4619 2.1583 -0.2468 0.0086 0.0321 0.0156
C 5.4309 1.1705 -1.2211 0.0002 -0.0241 -0.0255
C 4.2122 0.7066 -1.6948 0.0336 -0.0306 0.0032
C 3.0286 1.2311 -1.1996 -0.0516 -0.0023 0.0573
S -1.4390 1.5956 2.0702 -0.1139 -0.0554 -0.1246
H 4.2935 3.4550 1.0133 -0.0035 0.0189 0.0138
H 6.4103 2.5215 0.1284 -0.0012 -0.0010 0.0016
H 6.3553 0.7601 -1.6075 -0.0012 -0.0015 0.0006
H 4.1728 -0.0727 -2.4448 -0.0038 -0.0071 -0.0043
H 2.0794 0.8547 -1.5556 -0.0068 -0.0086 0.0006

***

(3)
69
Properties=species:S:1:pos:R:3:forces:R:3 method="wB97M-V/def2-TZVPD" s_squared=0.7603 homo_energy_ha="-0.04394 / -0.04718" fmax_ev_per_a=0.148 total_energy_ev=-101068.547 total_charge=-2 multiplicity=2 orbital_gap_ev="5.1 / 5.2"
Rb -0.7383 0.4389 -0.6283 0.0208 -0.0378 0.0136
O -0.8282 1.9246 2.2746 -0.0349 0.0200 -0.0176
N 0.1558 0.9951 2.4293 -0.0763 0.0473 -0.0531
C -0.1498 0.0835 3.2592 -0.0388 0.0144 0.0519
C 0.7491 -1.0381 3.5439 -0.0077 0.0010 0.0037
C 0.3845 -1.8643 4.6084 -0.0175 0.0226 -0.0023
C 1.1357 -2.9718 4.9570 0.0304 -0.0161 -0.0069
C 2.2726 -3.2700 4.2235 -0.0115 -0.0205 0.0209
C 2.6419 -2.4610 3.1595 -0.0114 0.0194 -0.0073
C 1.9077 -1.3318 2.7959 0.0797 -0.0666 -0.0157
P 2.3687 -0.3273 1.3124 -0.0543 0.0060 0.0429
C 3.8587 -1.2392 0.7427 0.0072 0.0096 -0.0296
C 3.6195 -2.3035 -0.1286 -0.0379 0.0225 0.0166
C 4.6695 -3.0593 -0.6250 0.0595 0.0041 0.0159
C 5.9775 -2.7450 -0.2762 -0.0161 -0.0462 -0.0422
C 6.2279 -1.6745 0.5702 -0.0235 0.0343 0.0254
C 5.1731 -0.9265 1.0804 0.0351 -0.0113 -0.0095
C 3.1337 1.1345 2.1175 0.0106 -0.0193 -0.0087
C 3.1675 2.3120 1.3761 -0.0040 0.0001 -0.0026
C 3.7192 3.4668 1.9128 0.0020 0.0206 0.0017
C 4.2445 3.4548 3.1963 0.0143 -0.0165 0.0364
C 4.2124 2.2848 3.9463 -0.0020 0.0463 -0.0333
C 3.6582 1.1325 3.4083 -0.0086 -0.0399 0.0022
H -0.5011 2.5366 1.5476 0.0198 0.0373 0.0081
H -1.1087 0.1210 3.7793 0.0114 0.0053 0.0022
H -0.5163 -1.6270 5.1636 -0.0012 0.0089 -0.0083
H 0.8278 -3.5998 5.7840 0.0061 -0.0065 -0.0006
H 2.8706 -4.1410 4.4624 -0.0070 -0.0037 0.0102
H 3.5211 -2.7269 2.5895 0.0073 0.0055 -0.0096
H 2.6035 -2.5492 -0.4147 -0.0016 -0.0064 -0.0015
H 4.4515 -3.8852 -1.2908 0.0013 -0.0012 -0.0016
H 6.8023 -3.3266 -0.6724 -0.0034 -0.0019 -0.0020
H 7.2474 -1.4181 0.8346 -0.0012 0.0056 0.0050
H 5.3753 -0.0928 1.7410 0.0147 -0.0007 0.0013
H 2.7175 2.3425 0.3903 0.0012 0.0172 -0.0021
H 3.7055 4.3814 1.3339 -0.0107 -0.0129 -0.0208
H 4.6628 4.3604 3.6199 0.0016 -0.0032 0.0040
H 4.6109 2.2732 4.9543 0.0008 -0.0042 0.0039
H 3.6248 0.2247 4.0004 0.0022 0.0008 0.0019
N 0.9586 -2.6094 -3.1352 -0.0182 -0.0403 0.0403
C 0.6896 -3.1071 -1.8310 0.0418 0.0331 -0.1379
C 1.2030 -4.3961 -1.5888 -0.0465 0.0269 0.0781
C 1.1302 -4.8366 -0.2425 0.0227 -0.0398 -0.0151
C 0.4721 -4.1318 0.7045 0.0232 -0.0158 0.0027
C -0.3179 -2.9188 0.2985 0.0279 0.0500 -0.0617
N 0.0455 -2.3453 -0.9928 -0.0188 -0.0563 0.0746
C 0.9326 -1.3548 -3.6957 0.0157 0.0095 -0.0579
C 0.9997 -1.2748 -5.1040 -0.0036 -0.0216 0.0584
C 1.0031 -0.0391 -5.7061 0.0044 0.0519 -0.0432
C 0.9356 1.1098 -4.9234 -0.0132 -0.0515 0.0023
C 0.8807 0.9319 -3.5562 0.0076 0.0645 0.0052
N 0.8881 -0.2580 -2.9429 -0.0292 -0.0344 -0.0116
H 1.1829 -3.3431 -3.7835 0.0026 -0.0039 0.0027
H 1.8035 -4.9095 -2.3282 0.0064 0.0109 -0.0143
H 1.6733 -5.7342 0.0453 -0.0060 0.0043 0.0104
H 0.4940 -4.4173 1.7506 -0.0064 -0.0071 0.0064
H -0.1788 -2.1299 1.0667 -0.0033 0.0210 0.0127
H 1.0252 -2.1845 -5.6929 -0.0005 -0.0024 0.0005
H 1.0395 0.0318 -6.7877 0.0003 0.0009 0.0027
H 0.8894 2.1068 -5.3366 0.0022 0.0062 0.0053
H 0.8240 1.8075 -2.9128 -0.0086 0.0031 0.0155
S -0.5448 4.5682 -3.7318 -0.0019 0.0079 -0.0254
Sb -1.4390 4.1534 -1.6480 0.0011 0.0104 0.0273
S -3.1388 2.5614 -1.5995 0.0910 0.0010 0.0198
S 0.2969 3.5570 -0.1495 -0.0145 -0.0004 0.0098
Cl -2.4288 -4.3934 -0.7647 -0.0196 -0.0400 -0.0131
C -1.8351 -3.1333 0.3726 0.0100 -0.0019 0.0120
H -2.1237 -3.4592 1.3726 -0.0098 0.0117 -0.0012
H -2.3655 -2.2176 0.1070 -0.0129 -0.0319 0.0022